15
Properties=species:S:1:pos:R:3 method="wB97M-V/def2-TZVPD" charge=+1 mol_weight_g_mol=90.121 smiles=C[C@]1([NH3+])C[C@@H]1F homo_lumo_gap_ev=10.36 e_tot_ev=-8492.641 spin_multiplicity=1
C -0.5708 -0.4928 -1.2206
C -1.3428 -0.7604 0.0112
C 0.0866 0.0791 -0.0014
C 0.2066 1.5380 0.2060
N 1.2197 -0.7100 0.5769
F -2.4213 -0.0070 0.2211
H -0.0218 -1.2705 -1.5716
H -0.9259 0.1139 -2.0895
H -1.3132 -1.6825 0.6458
H -0.7655 1.9652 -0.2151
H 1.1170 1.9518 -0.2444
H 0.3804 1.8029 1.2868
H 1.2599 -1.7267 0.1774
H 0.9874 -0.6383 1.6402
H 2.1039 -0.1625 0.5772


44
Properties=species:S:1:pos:R:3 method="wB97M-V/def2-TZVPD" charge=0 mol_weight_g_mol=322.410 smiles="NCCCCCN(N)S(=O)(=O)F.CC#N.CC#N.CC#N" homo_lumo_gap_ev=9.81 e_tot_ev=-38365.898 spin_multiplicity=1
N 3.9346 0.9129 -1.1702
C 2.5986 0.3443 -0.9583
C 1.4973 1.2844 -1.4809
C 0.7352 2.0747 -0.4075
C -0.6403 1.4956 -0.0442
C -0.5958 0.0281 0.3936
N -1.6981 -0.8065 -0.1937
N -1.7928 -0.5935 -1.6397
S -1.4248 -2.3941 0.1080
O -0.8147 -3.0950 -0.9646
O -0.9538 -2.5322 1.4372
F -2.9302 -2.8546 0.1135
H 4.1450 1.5888 -0.4444
H 4.6395 0.1887 -1.1011
H 2.5423 -0.6173 -1.4708
H 2.4132 0.1339 0.1045
H 0.7798 0.7101 -2.0737
H 1.9834 1.9783 -2.1687
H 0.5449 3.0825 -0.7795
H 1.3394 2.1903 0.5005
H -1.0669 2.0928 0.7634
H -1.2901 1.6532 -0.9012
H 0.3754 -0.4183 0.1710
H -0.7417 -0.0268 1.4694
H -2.3512 -1.3581 -2.0146
H -2.3963 0.2203 -1.7186
C -5.1004 -0.8584 1.7995
C -4.4705 0.4518 1.9022
N -3.9727 1.4818 1.9680
H -6.0256 -0.8842 2.3716
H -5.3227 -1.0749 0.7562
H -4.4204 -1.6182 2.1808
C 2.5306 5.5273 0.7583
C 1.2456 5.6715 0.0869
N 0.2360 5.7759 -0.4441
H 2.8420 6.4847 1.1717
H 2.4455 4.8022 1.5657
H 3.2810 5.1851 0.0477
C 0.9423 -5.8011 -0.1598
C 2.0544 -6.5039 0.4673
N 2.9297 -7.0551 0.9602
H 1.2985 -5.2115 -1.0017
H 0.2077 -6.5207 -0.5168
H 0.4673 -5.1345 0.5572


102
Properties=species:S:1:pos:R:3 method="wB97M-V/def2-TZVPD" charge=+1 mol_weight_g_mol=761.933 homo_lumo_gap_ev=7.18 e_tot_ev=-105209.299 spin_multiplicity=1
Ti -0.2514 0.1701 0.2159
C 2.9646 -3.9949 -1.6578
N 2.6810 -2.8586 -0.7876
C 3.7436 -2.3770 0.0938
C 1.4744 -2.2900 -0.7347
O 1.2188 -1.3817 0.0615
C 0.4399 -2.7737 -1.7398
O -0.7715 -2.0664 -1.6334
C -1.8656 -2.7715 -1.0972
C -1.9844 -2.4873 0.3926
O -1.4118 -1.4813 0.8308
N -2.7069 -3.2885 1.1632
C -3.4069 -4.4501 0.6225
C -2.8206 -3.0314 2.6001
H 4.0188 -4.2394 -1.5702
H 2.3928 -4.8779 -1.3682
H 2.7598 -3.7635 -2.7035
H 4.6924 -2.4338 -0.4355
H 3.5426 -1.3454 0.3664
H 3.8024 -2.9788 1.0010
H 0.8367 -2.5928 -2.7421
H 0.2896 -3.8536 -1.6425
H -2.7671 -2.3918 -1.5885
H -1.7949 -3.8391 -1.3157
H -2.7158 -5.2506 0.3550
H -4.0794 -4.8269 1.3880
H -4.0080 -4.1824 -0.2457
H -2.2273 -2.1611 2.8626
H -3.8626 -2.8521 2.8632
H -2.4569 -3.8973 3.1532
C 3.5417 1.8624 -1.7421
C 2.0667 1.8488 -2.1260
C 1.8246 2.5501 -3.4538
O 1.5886 0.4951 -2.1985
C 1.2820 2.5641 -1.0141
O 1.3297 3.7673 -0.9260
O 0.6079 1.7873 -0.2103
H 4.1367 1.3797 -2.5217
H 3.6926 1.3299 -0.8017
H 3.8904 2.8870 -1.6244
H 2.3817 2.0490 -4.2499
H 2.1567 3.5847 -3.3965
H 0.7619 2.5452 -3.7031
H 2.0799 0.0686 -2.9093
C 1.2818 -1.5265 3.0284
Si 0.6956 0.2365 2.6343
C 2.2106 1.3527 2.5848
C -0.4277 0.6763 4.0712
C -0.0931 0.5841 5.4249
C -1.0369 0.8659 6.3991
C -2.3269 1.2394 6.0327
C -2.6667 1.3409 4.6933
C -1.7201 1.0635 3.7028
Si -1.9503 1.2682 1.8528
C -3.6900 0.5786 1.4977
C -1.9872 3.1255 1.5292
H 1.4767 -1.6263 4.0993
H 2.2008 -1.7670 2.4944
H 0.5255 -2.2676 2.7587
H 2.7066 1.3789 3.5589
H 1.9366 2.3730 2.3127
H 2.9355 0.9919 1.8496
H 0.9065 0.2863 5.7247
H -0.7749 0.7942 7.4472
H -3.0615 1.4578 6.7976
H -3.6722 1.6460 4.4224
H -4.4326 1.2045 2.0021
H -3.7972 -0.4296 1.9017
H -3.9682 0.5380 0.4432
H -2.9262 3.5656 1.8786
H -1.8476 3.3806 0.4837
H -1.1750 3.6054 2.0791
O -1.6624 0.7778 -1.2591
S -2.9920 0.7416 -1.9745
C -3.6725 2.4231 -1.8113
C -2.9245 3.4806 -2.5667
C -3.5074 4.0760 -3.6820
C -2.8181 5.0378 -4.4056
C -1.5366 5.4094 -4.0218
C -0.9471 4.8172 -2.9132
C -1.6357 3.8550 -2.1901
C -2.5741 0.8036 -3.7296
C -2.0812 -0.5216 -4.2327
C -2.9456 -1.6063 -4.3471
C -2.4858 -2.8252 -4.8247
C -1.1586 -2.9631 -5.2107
C -0.2959 -1.8796 -5.1113
C -0.7524 -0.6678 -4.6130
H -3.6578 2.5779 -0.7306
H -4.7141 2.3480 -2.1310
H -4.5129 3.7971 -3.9778
H -3.2850 5.5027 -5.2636
H -1.0020 6.1654 -4.5814
H 0.0477 5.1004 -2.5948
H -1.1601 3.3983 -1.3344
H -1.8284 1.5909 -3.8425
H -3.4895 1.1218 -4.2356
H -3.9910 -1.4926 -4.0792
H -3.1696 -3.6583 -4.9253
H -0.8064 -3.9041 -5.6131
H 0.7316 -1.9742 -5.4415
H -0.0795 0.1775 -4.5251


17
Properties=species:S:1:pos:R:3 method="wB97M-V/def2-TZVPD" charge=0 mol_weight_g_mol=122.189 homo_lumo_gap_ev=9.23 e_tot_ev=-19237.541 spin_multiplicity=1
C 0.9541 -1.8039 -0.1045
C 1.1928 0.5005 0.9053
C -1.9116 1.7178 -0.0329
C 0.4824 -0.3301 -0.0833
O -2.0347 -1.1454 -0.8103
O 0.5790 0.2566 -1.3517
S -1.4232 -0.4547 0.3970
H 0.2128 -2.5756 -0.6642
H 0.9757 -2.2964 0.9283
H 2.0124 -1.8014 -0.5754
H 1.0435 0.4189 2.0795
H 1.0142 1.6105 0.7661
H 2.2738 0.3013 0.8064
H -2.5002 1.9999 0.8618
H -2.3206 1.8591 -1.0903
H -0.8726 2.2022 -0.1310
H 0.3220 -0.4593 -1.9008


14
Properties=species:S:1:pos:R:3 method="wB97M-V/def2-TZVPD" charge=+1 mol_weight_g_mol=95.125 homo_lumo_gap_ev="10.13 / 7.43" e_tot_ev=-8266.972 spin_multiplicity=3
C -1.8145 0.8033 0.3323
C -1.8946 -0.5972 0.5032
C -0.6201 1.3414 0.0235
C 2.4405 -0.5399 -0.7627
C 1.7898 0.3752 0.0034
N -0.8688 -1.3399 0.4233
N 0.5391 0.7701 -0.1128
H -2.6350 1.4292 0.2474
H -2.9196 -1.0005 0.4834
H -0.7172 2.2923 -0.3224
H 3.4894 -0.7412 -0.5984
H 1.9469 -0.9133 -1.6893
H 2.2575 0.4131 1.0241
H -0.9935 -2.2926 0.4450


14
Properties=species:S:1:pos:R:3 method="wB97M-V/def2-TZVPD" charge=-1 mol_weight_g_mol=842.150 homo_lumo_gap_ev="5.82 / 5.50" e_tot_ev=-63923.028 spin_multiplicity=4
Re -0.1184 0.0089 -0.0477
Te -2.6404 -0.6340 0.1584
Te -2.6953 -3.3582 -0.1539
Te -0.3785 -3.6707 -1.6165
Te -0.0183 -1.1356 -2.4381
O 1.6542 -0.0023 3.1761
S 1.9535 -0.0507 1.7780
O 3.3266 -0.0488 1.3811
O 1.1869 1.1269 1.0339
O 1.1652 -1.1852 1.0791
Cl -1.8603 2.0975 -2.2318
C -0.7008 1.9164 -0.8593
H -1.0958 2.5446 -0.0588
H 0.2214 2.3912 -1.2004


29
Properties=species:S:1:pos:R:3 method="wB97M-V/def2-TZVPD" charge=0 mol_weight_g_mol=157.333 homo_lumo_gap_ev="8.25 / 6.00" e_tot_ev=-17966.402 spin_multiplicity=1
C -2.3610 2.5153 -0.7424
C -1.5946 1.9586 0.2184
C -0.1005 -2.4580 0.5714
C 1.1711 -0.5637 1.4513
C -1.0764 -1.0841 2.4564
C 1.9788 1.6645 -1.3883
C 1.4190 -0.2016 -2.6034
C -0.2369 -1.0915 1.1851
N 1.2323 0.4140 -1.3241
Si -1.2960 0.0474 -0.0428
H -2.1861 3.6113 -0.7390
H -3.0467 2.0053 -1.4525
H -0.7962 2.5718 0.6183
H 0.5888 -2.5606 -0.3093
H 0.3227 -3.1330 1.3745
H -1.0130 -3.0717 0.3051
H 1.9079 -1.3102 1.8052
H 1.0243 0.0622 2.3713
H 1.6418 -0.0610 0.6798
H -2.1481 -1.3077 2.1871
H -0.8395 -2.0352 2.9730
H -1.0427 -0.2568 3.1272
H 2.0145 2.2092 -0.4565
H 3.0160 1.3094 -1.6581
H 1.6555 2.3688 -2.2177
H 2.4213 -0.1774 -3.0041
H 1.1211 -1.2315 -2.6664
H 0.7906 0.2786 -3.4614
H -2.4259 -0.7878 -0.3178


52
Properties=species:S:1:pos:R:3 method="wB97M-V/def2-TZVPD" charge=+1 mol_weight_g_mol=764.240 homo_lumo_gap_ev="6.31 / 6.31" e_tot_ev=-282193.234 spin_multiplicity=1
V -0.3206 0.0589 0.7761
Se 2.1593 -0.0953 0.2787
P 2.2831 2.0803 0.1721
Se 0.1441 2.5066 0.4234
C 2.8994 2.6811 -1.4120
C 3.3504 1.8051 -2.3912
C 3.8410 2.3120 -3.5847
C 3.8691 3.6812 -3.7992
C 3.4121 4.5556 -2.8195
C 2.9304 4.0600 -1.6221
C 3.2903 2.8155 1.4762
C 2.9707 4.0716 1.9841
C 3.8103 4.6647 2.9134
C 4.9505 3.9978 3.3457
C 5.2571 2.7385 2.8475
C 4.4320 2.1462 1.9056
H 3.3165 0.7354 -2.2276
H 4.1994 1.6337 -4.3468
H 4.2489 4.0720 -4.7334
H 3.4361 5.6232 -2.9895
H 2.5874 4.7438 -0.8540
H 2.0709 4.5840 1.6615
H 3.5705 5.6438 3.3064
H 5.5979 4.4549 4.0820
H 6.1369 2.2149 3.1961
H 4.6708 1.1618 1.5205
C -0.8986 0.4969 2.7523
C 0.2925 0.5417 3.6120
C 0.7740 -0.5939 4.2825
C 1.9238 -0.5317 5.0433
C 2.6047 0.6778 5.1645
C 2.0939 1.8352 4.5770
C 0.9513 1.7641 3.8127
C 3.8389 0.7518 5.8841
N 4.8349 0.8459 6.4492
H -1.4404 1.4348 2.6893
H -1.5667 -0.3495 2.9106
H 0.2411 -1.5281 4.2078
H 2.3006 -1.4122 5.5450
H 2.6084 2.7754 4.7093
H 0.5638 2.6605 3.3438
Se -4.4829 1.3677 -0.9593
C -2.9823 0.9065 -0.3331
N -1.9144 0.5692 0.1100
F -2.2905 -4.1369 0.1193
C -1.8270 -3.3707 1.0840
F -1.6603 -4.0720 2.1921
F -2.6783 -2.3667 1.3153
S -0.2136 -2.6161 0.5869
O 0.7230 -3.6468 0.3732
O -0.5255 -1.6615 -0.4873
O 0.0568 -1.6657 1.7108


146
Properties=species:S:1:pos:R:3 method="wB97M-V/def2-TZVPD" charge=+1 mol_weight_g_mol=2295.221 homo_lumo_gap_ev=9.15 e_tot_ev=-627968.530 spin_multiplicity=1
C 0.6231 -2.4765 1.5203
C 1.2877 -3.3514 0.4354
O 1.9282 -2.6094 -0.6507
C 1.1205 -1.7665 -1.2873
N -0.0583 -1.9201 -1.9007
C -0.8234 -3.1949 -2.0198
C -1.7552 -3.4557 -0.7944
C -3.2597 -3.6033 -1.1627
C -4.0698 -3.5827 0.1935
C -4.1543 -2.1578 0.8221
C -4.8313 -1.1599 -0.1855
O -5.7602 -0.2599 0.4548
C -5.7840 0.9064 -0.2890
C -5.7365 2.2158 0.5522
O -5.8557 0.9496 -1.4826
C -0.4547 -0.6985 -2.4594
C -1.6868 -0.3467 -3.2896
C -1.8645 -1.2158 -4.5990
O -2.9249 -1.2278 -5.1512
C 0.5286 0.2836 -2.1859
C 0.6196 1.7602 -2.5890
C 1.1560 2.7113 -1.4377
C 0.3191 4.0443 -1.4608
C -0.9601 3.7823 -0.6032
C -0.6457 3.7154 0.9397
O 0.5947 4.3429 1.2466
C 1.2777 3.7142 2.3447
N 1.4711 -0.4672 -1.4577
N 2.6257 0.1956 -1.0432
C 2.6676 0.4562 0.3553
O 3.6065 0.7726 0.9745
F 1.4727 0.3813 1.0033
C 3.8268 -0.4487 -1.5253
O 4.5714 -1.1037 -0.9107
F 4.0252 -0.2740 -2.8541
H -0.1810 -1.8090 1.1576
H 0.2718 -3.1725 2.3140
H 1.3704 -1.8239 2.0248
H 0.6259 -4.1294 0.0108
H 2.1059 -3.9113 0.9379
H -1.3865 -3.1585 -2.9726
H -0.0474 -3.9777 -2.1559
H -1.4234 -4.4093 -0.3275
H -1.6435 -2.6798 -0.0125
H -3.6129 -2.8376 -1.8773
H -3.4318 -4.6106 -1.6093
H -3.4511 -4.1980 0.8985
H -5.0432 -4.1059 0.0945
H -4.7827 -2.1897 1.7409
H -3.1624 -1.7752 1.1603
H -4.0285 -0.6507 -0.7616
H -5.3941 -1.7822 -0.9284
H -6.0692 3.0200 -0.1233
H -6.4264 2.0517 1.4071
H -4.7030 2.3577 0.9225
H -1.5885 0.6851 -3.6726
H -2.6393 -0.3775 -2.7198
H -1.0008 -1.8439 -5.0335
H -0.3658 2.1656 -2.9496
H 1.3007 1.8581 -3.4666
H 1.0587 2.2486 -0.4387
H 2.2075 2.9508 -1.7009
H 0.9078 4.9137 -1.1198
H 0.0030 4.2608 -2.5077
H -1.7863 4.4799 -0.8432
H -1.3178 2.7625 -0.8794
H -1.4481 4.2116 1.5314
H -0.6265 2.6366 1.2290
H 0.6432 3.0128 2.9212
H 1.5655 4.5232 3.0531
H 2.1852 3.2133 1.9300
C 1.9600 3.1818 6.3185
Cl 0.9483 1.9535 5.5426
Cl 2.2661 4.5342 5.2221
Cl 1.2056 3.7497 7.8091
H 2.9113 2.7268 6.5701
C 6.3082 2.9313 1.4128
Cl 7.4005 3.0652 0.0267
Cl 7.1571 2.2697 2.8117
Cl 5.5964 4.5008 1.7990
H 5.5068 2.2507 1.1491
C 3.9310 8.3283 5.4906
Cl 5.3070 9.2577 4.8940
Cl 3.1410 7.4655 4.1637
Cl 4.4404 7.2016 6.7514
H 3.2143 9.0185 5.9205
C -7.1519 -3.4517 -2.7382
Cl -5.7906 -2.4089 -3.1628
Cl -7.7401 -4.3109 -4.1630
Cl -6.6851 -4.5858 -1.4598
H -7.9585 -2.8306 -2.3542
C 8.7983 -0.1412 -1.1537
Cl 10.1040 0.9188 -1.6903
Cl 8.1490 -1.0725 -2.5146
Cl 9.3611 -1.2205 0.1225
H 8.0012 0.4759 -0.7530
C -4.5246 2.8243 4.3559
Cl -3.3609 3.6480 3.3090
Cl -6.1787 3.2373 3.8998
Cl -4.2823 1.0745 4.2950
H -4.3587 3.1561 5.3745
C -3.6826 4.0091 -3.8316
Cl -3.0611 5.6403 -3.5744
Cl -2.5178 2.8039 -3.2436
Cl -5.2391 3.7980 -3.0384
H -3.8178 3.8578 -4.8966
C -1.7165 -6.2330 2.8366
Cl -0.4738 -6.2344 1.5744
Cl -1.0737 -6.8981 4.3346
Cl -2.3442 -4.5988 3.1023
H -2.5358 -6.8620 2.5063
C -10.0939 1.9833 4.6723
Cl -9.6777 0.5019 5.5384
Cl -9.7387 3.4032 5.6608
Cl -9.2305 2.0620 3.1316
H -11.1580 1.9701 4.4652
C -1.0540 -5.1336 -5.6965
Cl 0.0735 -5.0566 -7.0474
Cl -0.2635 -5.8074 -4.2651
Cl -1.7212 -3.5192 -5.3553
H -1.8724 -5.7908 -5.9708
C -9.6169 -0.5958 -0.1941
Cl -8.3641 -1.8207 -0.4449
Cl -11.1070 -1.0514 -1.0241
Cl -9.9120 -0.3636 1.5313
H -9.2652 0.3403 -0.6140
C -0.8098 -6.7274 8.6142
Cl -0.4894 -7.9126 7.3423
Cl -0.8801 -5.0956 7.9391
Cl -2.3075 -7.1149 9.4620
H 0.0055 -6.7659 9.3275
C 6.2645 2.7914 -4.1564
Cl 5.2513 2.3828 -5.5446
Cl 5.2762 3.4393 -2.8380
Cl 7.1712 1.3772 -3.6072
H 6.9714 3.5544 -4.4630
C 10.7704 -3.0329 -4.8796
Cl 12.0896 -2.0006 -5.4388
Cl 10.0917 -3.9611 -6.2212
Cl 11.3246 -4.1093 -3.5948
H 9.9902 -2.3970 -4.4766
C 13.7728 0.9863 -2.2793
Cl 15.0827 2.0410 -2.8206
Cl 13.1173 0.0567 -3.6325
Cl 14.3315 -0.0930 -0.9982
H 12.9809 1.6081 -1.8772